1.
Here is one molecule with the formula C7H13NO from OMol25. Energies are from wB97M-V/def2-TZVPD.

Each line ends with the Löwdin charge.
CARTESIAN COORDINATES (ANGSTROEM)
H (-0.6919, 1.8074, -1.8610)  0.077
C (-0.9394, -0.9717, 0.6283)  -0.363
H (0.3994, 2.9352, -0.1397)  0.076
C (-2.3550, -1.2783, 0.2928)  -0.031
C (0.9959, -0.3630, -0.3374)  -0.279
H (0.1119, -0.4698, 2.1610)  0.108
H (2.8792, -1.3031, -0.7127)  0.077
C (0.4744, 2.0185, 0.4565)  -0.039
H (-0.2246, 2.1258, 1.2964)  0.087
H (2.9647, -0.0457, 0.5085)  0.076
H (-2.7990, -0.3855, -0.1712)  0.080
C (0.1119, 0.7786, -0.3038)  -0.342
H (-2.9463, -1.5362, 1.1730)  0.082
H (1.4817, 1.9587, 0.8711)  0.074
O (-0.8262, -0.5749, 1.9568)  0.004
C (2.4950, -0.3165, -0.4436)  -0.052
H (0.2827, -2.4702, -0.5131)  0.104
H (-1.0980, 0.2075, -1.8440)  0.084
H (2.8342, 0.4062, -1.1901)  0.077
C (0.1845, -1.4565, -0.1232)  -0.041
N (-0.9281, 1.0192, -1.2627)  0.056
H (-2.4069, -2.0858, -0.4419)  0.085

## Properties
HOMO-LUMO gap   7.602 eV
SMILES   C/C(O)=C/C(C)=C(/C)N
LUMO   0.84 eV
ΔE to the lowest compared entry with this formula, charge and spin   3.352 eV


2.
Here is C12H20BCl10F10HgNO4S2 as an isolated structure from OMol25. Energies are from wB97M-V/def2-TZVPD.

Each line ends with the Löwdin spin population.
CARTESIAN COORDINATES (ANGSTROEM)
F (-10.4643, 17.8570, 9.8936)  0.000
Cl (-13.7006, 22.0401, 8.3123)  0.000
Cl (-14.7593, 19.6456, 13.5757)  0.000
O (-7.9168, 18.1453, 11.7501)  0.018
H (-14.7322, 20.5666, 11.4567)  0.000
S (-7.5252, 15.4262, 12.1290)  0.033
H (-11.8803, 20.9993, 9.2972)  0.000
C (-14.0961, 20.6876, 12.3335)  0.000
C (-5.4494, 10.9791, 10.3126)  0.000
C (-2.5499, 14.4814, 14.3986)  0.000
S (-9.1311, 17.3915, 12.1566)  0.021
C (-4.0490, 11.2424, 10.8511)  0.000
F (-6.5263, 14.3746, 9.8638)  0.001
H (-1.8994, 15.3476, 14.2778)  0.000
C (-6.5253, 15.5820, 10.4444)  0.004
F (-8.4381, 12.0994, 8.0654)  0.003
O (-9.5931, 17.5479, 13.5769)  0.002
F (-5.2644, 15.9364, 10.6443)  0.001
H (-2.4729, 14.2188, 15.4537)  0.000
Hg (-10.1085, 13.9185, 11.7897)  0.591
H (-9.1502, 16.1194, 16.8570)  0.000
Cl (-6.1655, 9.6375, 11.2812)  0.000
H (-13.0787, 20.3655, 12.1116)  0.000
Cl (-2.8590, 9.9236, 10.4465)  0.000
F (-7.2080, 16.4167, 9.6136)  0.001
H (-13.8976, 22.9745, 12.1884)  0.000
H (-15.3200, 22.3340, 12.8488)  0.000
H (-11.6940, 18.9934, 8.1093)  0.000
H (-7.2490, 16.2649, 18.4144)  0.000
O (-7.6468, 13.9736, 12.3543)  0.054
F (-10.5332, 11.6458, 8.6486)  0.005
C (-8.1494, 16.3195, 16.4744)  0.000
H (-3.7413, 12.1468, 10.3262)  0.000
Cl (-7.4054, 14.7457, 16.0272)  0.002
Cl (-5.1156, 13.4551, 13.9193)  0.001
H (-13.0677, 19.2981, 7.0961)  0.000
H (-3.9939, 11.4215, 11.9249)  0.000
F (-11.7594, 17.5518, 11.5089)  0.004
F (-8.8334, 10.5637, 9.5385)  0.002
H (-4.0619, 15.4862, 13.1870)  0.000
C (-7.3092, 16.9465, 17.5659)  0.000
H (-6.0889, 11.8494, 10.4595)  0.000
C (-12.2902, 20.9891, 8.2872)  0.000
H (-8.2246, 16.9053, 15.5582)  0.000
Cl (-13.6410, 22.4059, 14.4944)  0.000
B (-9.2524, 11.7944, 9.1250)  0.029
Cl (-1.9427, 13.1507, 13.3857)  0.000
H (-5.5485, 10.8264, 9.2379)  0.000
F (-10.7248, 19.5106, 11.3203)  0.000
C (-4.0309, 14.8822, 14.0939)  0.000
Cl (-13.7272, 18.9950, 9.2958)  0.000
C (-14.2481, 22.1425, 12.7992)  0.000
F (-9.1346, 12.7429, 10.1125)  0.107
O (-6.7619, 16.1105, 13.1912)  0.000
H (-11.6186, 21.4401, 7.5567)  0.000
C (-10.6282, 18.1587, 11.1720)  0.001
H (-4.3833, 15.4830, 14.9323)  0.000
N (-9.1820, 15.8689, 11.7295)  0.120
H (-7.8318, 17.8246, 17.9450)  0.000
C (-12.6262, 19.5559, 8.0588)  0.000
Cl (-5.6485, 17.3446, 16.9698)  0.000

## Properties
Net charge   -1
HOMO-LUMO gap (spin up / spin down)   8.322 / 8.027 eV
2S+1   2
⟨S²⟩   0.752
LUMO (spin up / spin down)   1.87 / 0.09 eV


3.
Here is C35H41I2NO10S as an isolated structure from OMol25. Energies are from wB97M-V/def2-TZVPD.

Each line ends with the Löwdin charge.
CARTESIAN COORDINATES (ANGSTROEM)
C (8.7644, 2.3786, -3.0452)  -0.073
H (-9.1026, -0.7549, 1.7482)  0.051
O (6.9156, -0.9456, 1.1311)  0.115
H (-4.7001, 0.9187, -6.2429)  0.128
C (1.2148, -2.8662, 1.9178)  -0.143
C (7.2599, 2.4949, -3.1879)  -0.486
H (-7.6290, -0.5130, 0.7670)  0.083
O (-1.7940, 3.5519, -6.2603)  0.124
H (-8.5319, -2.0458, 0.6830)  0.078
C (4.4454, 0.4103, -0.8348)  -0.145
H (-5.3450, -1.8818, -2.3566)  0.112
C (-7.3696, -1.8553, 2.4509)  -0.797
C (9.1669, 3.8071, -2.6944)  -0.155
C (-1.7855, 0.5271, -1.7715)  -0.447
H (9.0264, 1.6738, -2.2603)  0.123
C (-3.1631, -1.1773, 0.1182)  -0.258
H (6.4857, 1.7331, 1.3792)  0.125
H (-1.5317, -2.6720, 5.5569)  0.120
H (-3.7028, 2.8055, -8.2625)  0.132
H (4.1959, 1.7988, 0.7889)  0.116
N (-1.8429, -0.7184, 0.3157)  0.101
C (-5.2764, -1.8912, 1.0475)  -0.281
H (-0.8305, -5.8793, 7.6532)  0.125
H (4.8262, 2.5589, -0.6725)  0.116
C (-1.1020, -5.1570, 6.8885)  -0.074
C (-0.8784, 2.7160, -1.8952)  -0.089
C (8.0819, 4.6203, -3.3821)  -0.153
H (4.7907, 0.4287, -1.8680)  0.108
C (-3.9630, -1.4703, 1.1963)  -0.031
C (4.8574, 1.6539, -0.0684)  -0.150
H (-0.7261, -5.4747, 5.9148)  0.130
H (3.3208, -3.3279, 2.3071)  0.122
O (6.9061, 3.7931, -3.3387)  0.030
H (-0.7301, 1.4480, 1.2574)  0.114
O (-3.4187, -5.8780, 6.8020)  0.126
H (2.6710, -1.8734, 4.1722)  0.130
H (0.9086, -3.6475, 2.6178)  0.124
H (-6.7659, -2.3637, -0.4033)  0.104
C (-5.7432, -2.0433, -0.2434)  -0.056
H (3.3871, -0.6710, 3.0595)  0.122
C (2.6764, -2.4821, 2.0755)  -0.146
H (0.3511, -3.4978, 6.8913)  0.112
H (9.1839, 2.0569, -3.9994)  0.133
C (1.2390, -0.8369, 2.9763)  -0.490
H (10.1725, 4.0754, -3.0130)  0.117
C (2.6179, -1.4298, 3.1765)  -0.067
O (6.4708, 1.5949, -3.2048)  0.118
C (-0.6352, 2.6560, -0.5431)  -0.097
C (-8.2080, -1.2360, 1.3475)  -0.164
H (7.8804, 5.5596, -2.8720)  0.125
C (-3.9401, 3.4160, -7.3900)  -0.076
H (-0.6210, 3.6225, -2.4322)  0.110
C (-1.5218, 0.4452, -0.4232)  -0.272
C (-4.9685, -1.7644, -1.3456)  -0.082
C (-3.6815, -1.3310, -1.1548)  -0.450
H (3.0406, -2.0255, 1.1537)  0.108
H (8.3187, 4.8307, -4.4272)  0.128
C (-1.7360, -2.8921, 6.6076)  -0.161
H (-0.1707, 3.4902, -0.0221)  0.107
H (9.1081, 3.9498, -1.6137)  0.118
O (5.0926, -0.6878, -0.1545)  0.016
O (-2.9320, -3.6872, 6.6830)  -0.033
H (-3.9484, 4.4692, -7.6562)  0.125
C (6.2520, 1.2799, 0.4193)  -0.072
C (-0.6492, -3.7446, 7.2435)  -0.157
C (-2.6076, -5.0017, 6.8033)  -0.492
H (-3.5181, -1.3566, 2.1823)  0.064
C (-1.4642, 1.6337, -2.5098)  -0.096
H (0.9780, -3.1891, 0.9066)  0.129
O (0.8242, 0.1930, 3.4272)  0.110
I (-8.4022, -2.2007, 4.2798)  0.799
I (-4.9708, -2.9962, 3.9133)  0.905
H (-1.6812, -0.5313, 1.2991)  0.114
O (-3.4364, 2.3007, -5.3784)  0.009
H (7.0209, 1.5242, -0.3150)  0.113
H (-1.6600, 1.6793, -3.5776)  0.098
O (0.4809, -1.6657, 2.2217)  0.007
C (6.1588, -0.2283, 0.5431)  -0.489
H (-0.6645, -3.6166, 8.3272)  0.119
C (-6.0707, -2.1421, 2.2845)  -0.672
C (-5.2403, 2.9803, -6.7226)  -0.158
C (-2.9154, 3.1405, -6.3078)  -0.487
C (-0.9333, 1.5371, 0.1902)  -0.023
H (3.3671, 0.2586, -0.8244)  0.123
H (-1.8916, -1.9559, 7.1389)  0.127
C (-4.7608, 1.8997, -5.7663)  -0.154
H (-6.0010, 2.6313, -7.4188)  0.115
S (-2.5802, -0.9059, -2.4942)  1.022
H (-5.6596, 3.8150, -6.1580)  0.118
H (-5.3877, 1.8223, -4.8807)  0.126

## Properties
HOMO-LUMO gap   7.898 eV
LUMO   0.29 eV


4.
Here is C18H28Cl2F4IrN4O2 as an isolated structure from OMol25. Energies are from wB97M-V/def2-TZVPD.

Each line ends with the Löwdin spin population.
CARTESIAN COORDINATES (ANGSTROEM)
F (-1.1225, 2.3095, 1.6588)  0.020
F (3.5301, 1.5704, 2.0925)  0.034
H (1.4199, -4.5214, -1.1391)  0.000
H (-1.7951, -0.2601, 1.0427)  0.001
Ir (-0.2165, -0.2370, -0.0993)  0.064
F (3.8716, 4.1328, 2.6500)  -0.013
Cl (3.4495, -2.0843, -2.7047)  0.000
H (-1.7415, 3.2428, -1.7127)  0.000
H (1.7386, 5.6308, 2.6414)  0.006
H (-0.7514, -0.7146, -2.5463)  0.000
H (-1.2253, -3.2533, 1.9109)  0.000
C (-2.8523, 1.4623, -2.1842)  0.000
H (1.2568, -2.4971, 2.7099)  0.001
N (0.2039, -2.0006, 0.9232)  -0.001
N (-0.5852, 1.6080, -1.0918)  0.000
C (3.1853, -0.3282, -2.7236)  0.000
C (-2.7093, -1.0969, -1.9672)  0.001
C (-1.9227, 2.2554, -1.2856)  0.000
H (-2.1617, -1.0692, 2.5243)  0.000
H (-2.3763, 1.2567, -3.1499)  0.000
H (-0.1753, 1.4692, -2.0183)  0.000
Cl (2.3062, 0.1886, -4.1624)  0.000
H (2.6052, -0.7403, 1.4268)  0.016
C (1.1973, 1.8605, 1.7478)  0.046
N (0.9540, 0.5686, 1.4154)  0.475
H (0.0348, 2.3001, -0.6732)  0.001
H (-3.1357, -1.9594, -1.4538)  0.000
N (-1.2276, -1.1114, -1.7348)  -0.002
C (-1.1879, -2.4895, 1.1303)  0.001
F (-0.7368, 4.9072, 2.1874)  -0.010
H (-1.5266, -2.9595, 0.2108)  0.000
C (1.5870, 4.5874, 2.3971)  0.131
O (3.0244, 0.4048, -0.4533)  0.010
H (-3.6855, 2.1269, -2.4143)  0.000
H (-0.9349, -2.0839, -1.7706)  0.000
H (1.5487, -3.6117, 1.0783)  0.000
H (-0.2006, -4.5254, -0.4711)  0.000
C (-3.4017, 0.1794, -1.5445)  0.000
O (1.1593, -0.2547, -1.5194)  0.001
H (-4.4526, 0.0519, -1.8075)  0.000
H (-2.8595, -1.2601, -3.0360)  0.000
H (-3.3887, 0.2879, -0.4567)  0.000
H (2.1291, -0.1417, 3.0235)  0.002
H (-0.0074, -1.2907, 2.9087)  0.000
C (2.4762, 2.3620, 2.0983)  0.102
C (0.7910, -1.6253, 2.2527)  0.012
H (-3.1024, -1.4275, 1.0770)  0.000
C (1.1566, -2.9826, 0.2779)  0.000
C (0.6046, -3.8763, -0.8127)  0.000
C (2.6519, 3.7046, 2.3856)  -0.009
H (1.9903, -2.3997, -0.1109)  0.000
C (0.1230, 2.7833, 1.8008)  0.078
H (0.2909, -3.3427, -1.7088)  0.000
C (2.4467, 0.0026, -1.4290)  -0.001
H (-2.3766, 2.3957, -0.3074)  0.000
C (1.7550, -0.4820, 2.0595)  0.036
C (-2.0956, -1.2864, 1.4615)  0.003
C (0.3138, 4.1049, 2.1182)  -0.004
H (4.1538, 0.1590, -2.7220)  0.000

## Properties
Net charge   +2
HOMO-LUMO gap (spin up / spin down)   8.369 / 6.749 eV
2S+1   2
⟨S²⟩   0.784
LUMO (spin up / spin down)   -6.82 / -8.55 eV
ΔE to the lowest compared entry with this formula, charge and spin   0.100 eV